{
  "formula": "C18H37MnN2O2P3S",
  "method": "ωB97M-V/def2-TZVPD",
  "species": ["P", "C", "H", "H", "H", "C", "H", "H", "H", "C", "H", "H", "H", "P", "C", "H", "H", "H", "C", "H", "H", "H", "C", "H", "H", "H", "P", "C", "H", "H", "H", "C", "H", "H", "H", "C", "H", "H", "H", "Mn", "C", "O", "C", "O", "C", "C", "C", "C", "C", "C", "H", "H", "H", "H", "H", "H", "N", "C", "N", "S", "H", "H", "H", "H"],
  "xyz": [[-2.347248, -1.195431, 1.387911], [-2.802534, -0.115328, 2.752382], [-3.664310, -0.574343, 3.260982], [-3.065374, 0.868698, 2.347290], [-1.953970, -0.012697, 3.438407], [-3.884914, -1.283630, 0.439555], [-3.832062, -2.054883, -0.339298], [-4.061019, -0.300766, -0.018017], [-4.693854, -1.524763, 1.144835], [-2.225809, -2.816181, 2.173404], [-3.207456, -3.040691, 2.609859], [-1.457335, -2.755977, 2.955233], [-1.954477, -3.579379, 1.434036], [2.674162, -1.278637, 0.354876], [3.432586, -0.448046, 1.777503], [4.454565, -0.819399, 1.940251], [2.834950, -0.634481, 2.677142], [3.471614, 0.632099, 1.589956], [2.853489, -3.045936, 0.810381], [2.581781, -3.680999, -0.043190], [2.154713, -3.244489, 1.636427], [3.879532, -3.271161, 1.135119], [3.938331, -1.022218, -0.950396], [4.889330, -1.502238, -0.676856], [4.088351, 0.061805, -1.059566], [3.586719, -1.416514, -1.911151], [-0.107781, 2.100831, -2.081995], [0.196702, 3.779576, -1.574259], [-0.052593, 4.424107, -2.428688], [1.248556, 3.901283, -1.306192], [-0.444539, 4.015197, -0.717265], [0.687070, 1.940210, -3.685544], [0.470039, 2.851026, -4.262518], [0.306894, 1.072335, -4.235868], [1.769969, 1.852721, -3.534765], [-1.880338, 2.011597, -2.382645], [-2.124539, 2.746751, -3.167536], [-2.421898, 2.270779, -1.460948], [-2.185456, 1.014879, -2.727559], [0.360119, -1.062180, -0.726903], [-0.223961, -0.844597, 1.059339], [0.257125, -0.805226, 2.184140], [0.793164, 0.863428, -0.881681], [1.842263, 1.373745, -0.414832], [0.567171, -1.296366, -2.735335], [-0.816375, -1.065380, -2.905860], [-1.732299, -1.748062, -2.145834], [-1.277848, -2.615832, -1.163375], [0.074639, -2.978919, -1.030851], [1.025791, -2.426811, -1.973646], [1.299819, -0.721351, -3.324248], [-1.128571, -0.480489, -3.759779], [-2.788784, -1.664512, -2.352354], [-2.001645, -3.237441, -0.650116], [0.388505, -3.678643, -0.261510], [2.050838, -2.776220, -2.057707], [1.036701, 2.919066, 3.246922], [-0.123834, 3.060851, 2.579823], [-0.876978, 4.102475, 2.970252], [-0.626034, 2.035850, 1.326902], [1.281340, 3.517042, 4.019664], [1.644989, 2.136038, 3.028961], [-1.780128, 4.252005, 2.551271], [-0.588305, 4.671588, 3.753056]],
  "forces_ev_per_angstrom": [[-0.175, -0.453, 1.418], [0.312, 0.348, -0.001], [0.262, 0.267, -0.064], [-0.198, -0.174, 0.265], [-0.269, -0.061, -0.004], [0.343, 0.321, -0.949], [-0.266, 0.236, 0.271], [-0.262, -0.302, 0.027], [0.248, 0.080, -0.149], [0.415, 0.027, -0.116], [0.262, -0.099, -0.039], [-0.255, -0.213, -0.120], [-0.124, -0.022, 0.392], [1.598, -1.339, -0.533], [-0.995, 0.876, 0.417], [-0.284, -0.134, -0.332], [0.197, -0.016, -0.122], [0.105, -0.234, 0.035], [-0.826, 0.131, -0.094], [0.287, 0.013, 0.308], [0.282, -0.128, -0.119], [-0.257, 0.194, -0.133], [-0.622, 0.500, -0.293], [-0.345, 0.066, 0.065], [0.088, -0.330, -0.008], [0.336, 0.073, 0.178], [0.098, 0.835, -0.744], [0.086, 0.144, 0.420], [0.061, -0.069, 0.251], [-0.068, 0.108, -0.029], [0.209, 0.161, -0.279], [0.271, -0.346, -0.054], [0.065, -0.239, 0.126], [0.179, 0.295, -0.006], [-0.140, 0.080, -0.204], [-0.303, -0.548, 0.435], [0.147, -0.175, 0.256], [0.021, -0.046, -0.344], [-0.079, 0.492, 0.138], [0.887, 4.250, 2.428], [0.519, -0.094, 4.040], [-1.623, -0.081, -3.289], [2.535, 1.608, 0.940], [-3.016, -1.151, -1.362], [1.309, -0.806, -1.550], [0.916, -0.374, -0.809], [-0.324, 0.113, 0.046], [0.370, -2.025, -0.166], [0.233, -2.188, -1.656], [-0.808, -0.435, -0.099], [-0.496, -0.620, 0.067], [-0.111, 0.362, 0.197], [-0.137, 0.150, 0.107], [0.033, 0.357, 0.453], [-0.212, -0.284, -0.401], [-0.239, 0.047, 0.145], [-0.841, -1.260, -1.592], [1.184, 2.586, 2.899], [0.147, -1.492, -1.065], [-0.478, -0.007, -0.210], [0.122, 0.187, 0.122], [-0.066, 0.317, 0.254], [-0.124, 0.359, 0.113], [-0.181, 0.159, 0.122]],
  "mulliken_spin": [-0.009, 0.009, 0.000, -0.002, 0.000, -0.006, 0.000, 0.001, -0.003, -0.002, -0.001, 0.000, 0.000, -0.211, -0.016, -0.013, 0.001, 0.002, -0.009, 0.002, 0.000, -0.010, -0.014, -0.010, 0.002, -0.001, -0.003, -0.008, -0.001, 0.001, 0.002, -0.006, -0.001, -0.001, 0.001, -0.001, -0.001, -0.001, -0.002, 2.764, -0.193, 0.009, -0.168, 0.018, -0.077, 0.038, -0.054, 0.065, -0.019, -0.029, 0.000, 0.006, 0.000, 0.006, -0.003, -0.001, 0.023, -0.127, 0.035, 1.008, -0.001, 0.007, 0.002, 0.000],
  "spin_multiplicity": 4,
  "total_charge": 4,
  "gap_ev": [6.696, 5.237],
  "max_force_ev_per_a": 4.97,
  "e_above_lowest_kcal_mol": 0.0,
  "homo_energy_ev": [-20.72, -20.75],
  "s_squared": 4.02,
  "lumo_ev": [-14.028, -15.515],
  "total_energy_ev": -96319.1056
}

***

{
  "formula": "C18H37N2O3P3W",
  "method": "ωB97M-V/def2-TZVPD",
  "species": ["P", "C", "H", "H", "H", "C", "H", "H", "H", "C", "H", "H", "H", "P", "C", "H", "H", "H", "C", "H", "H", "H", "C", "H", "H", "H", "P", "C", "H", "H", "H", "C", "H", "H", "H", "C", "H", "H", "H", "W", "C", "O", "C", "O", "C", "C", "C", "C", "C", "C", "H", "H", "H", "H", "H", "H", "N", "C", "N", "O", "H", "H", "H", "H"],
  "xyz": [[-0.753114, -2.037805, 2.070049], [0.955912, -2.589310, 2.350506], [1.006916, -3.257162, 3.223663], [1.589900, -1.703160, 2.501478], [1.314073, -3.111008, 1.451666], [-1.382150, -1.681201, 3.748420], [-2.455777, -1.450659, 3.698177], [-0.846022, -0.803917, 4.141504], [-1.217601, -2.542827, 4.411804], [-1.615915, -3.587283, 1.605259], [-1.595289, -4.308970, 2.434650], [-1.116122, -4.017805, 0.725844], [-2.658943, -3.359399, 1.342064], [-1.045137, -0.236927, -3.034576], [0.531772, -0.857446, -3.697046], [0.522751, -0.822757, -4.798153], [0.692942, -1.890850, -3.362894], [1.340183, -0.219851, -3.314538], [-2.296311, -1.351196, -3.773618], [-3.306616, -0.949299, -3.616125], [-2.221947, -2.331522, -3.279257], [-2.110819, -1.475115, -4.851281], [-1.235152, 1.367340, -3.890308], [-1.342496, 1.207522, -4.973750], [-0.336459, 1.969421, -3.693405], [-2.113388, 1.906030, -3.511145], [1.200544, 2.755829, 0.838321], [2.959466, 2.901398, 0.647286], [3.314999, 3.729253, 1.278129], [3.205899, 3.109503, -0.401809], [3.439328, 1.966114, 0.962437], [0.331009, 4.244890, 0.362786], [0.789977, 5.099517, 0.883707], [-0.733962, 4.187048, 0.629234], [0.428515, 4.394160, -0.724091], [0.766504, 2.205088, 2.477154], [1.017722, 3.003832, 3.193025], [1.349952, 1.303785, 2.712923], [-0.307387, 1.978359, 2.555636], [-1.694476, 0.141520, -0.304730], [-0.245845, -1.373093, -0.557003], [0.635767, -2.123447, -0.835310], [0.456371, 1.396016, -0.327947], [1.201505, 1.197520, -1.293159], [-2.809718, 1.886508, -0.618479], [-2.496765, 1.771920, 0.744111], [-2.781726, 0.581498, 1.436257], [-3.366158, -0.506666, 0.754447], [-3.688608, -0.385898, -0.599715], [-3.404596, 0.801986, -1.290592], [-2.556453, 2.787203, -1.164227], [-2.034268, 2.594468, 1.269287], [-2.526869, 0.483599, 2.480477], [-3.581168, -1.425666, 1.282104], [-4.141754, -1.226199, -1.121159], [-3.664623, 0.886756, -2.335205], [5.179849, -0.876551, 1.245363], [3.941819, -0.796631, 0.642932], [3.948113, -1.185801, -0.672339], [2.949223, -0.320959, 1.215110], [5.846184, -1.528224, 0.850873], [5.150038, -0.812129, 2.251354], [3.045471, -1.323185, -1.104208], [4.726371, -1.728261, -1.020486]],
  "forces_ev_per_angstrom": [[0.007, -1.607, 0.746], [0.407, 0.841, -0.757], [-0.303, 0.177, -0.207], [0.023, -0.357, 0.045], [-0.035, 0.078, 0.353], [-0.271, 1.277, -0.483], [0.219, -0.155, 0.243], [-0.193, -0.308, 0.098], [0.039, 0.061, -0.377], [-0.253, 0.656, -0.835], [0.104, 0.312, -0.078], [-0.178, -0.015, 0.265], [0.233, -0.352, 0.132], [-0.950, 0.472, -1.159], [0.383, -0.133, 0.859], [-0.231, 0.076, 0.359], [0.042, 0.238, -0.236], [-0.075, -0.258, -0.280], [-0.050, -0.040, 0.682], [0.230, -0.179, -0.190], [-0.096, 0.168, -0.266], [0.024, 0.131, 0.313], [0.011, 0.128, 0.466], [0.063, -0.009, 0.312], [-0.254, -0.086, -0.178], [0.230, -0.061, -0.291], [0.125, 0.458, 1.003], [0.230, -0.349, -0.501], [-0.223, -0.038, -0.053], [0.025, 0.055, 0.199], [-0.144, 0.093, -0.022], [-0.341, -0.077, -0.436], [-0.043, -0.196, -0.063], [0.350, 0.127, -0.039], [0.030, 0.107, 0.308], [-0.204, -0.303, 0.218], [-0.013, -0.155, -0.162], [0.000, 0.217, -0.062], [0.365, 0.174, 0.000], [10.893, -4.888, -2.043], [4.587, -3.845, -1.493], [-4.447, 3.654, 1.497], [3.065, -0.863, -3.796], [-3.050, 0.674, 3.644], [0.018, 1.750, -1.308], [-1.417, 1.045, 2.605], [-1.557, 2.071, 2.144], [-1.124, -1.101, 0.912], [-3.145, -0.328, -1.111], [-2.821, 0.210, -0.968], [-0.132, 0.006, 0.032], [-0.055, -0.022, 0.014], [-0.017, 0.116, 0.073], [0.031, 0.011, -0.052], [0.088, 0.101, 0.043], [0.026, 0.041, -0.039], [-1.457, -0.191, -0.288], [1.778, -0.264, -0.170], [-0.590, 0.104, 0.503], [-0.570, 0.237, -0.267], [0.126, 0.233, 0.231], [0.278, 0.042, 0.020], [0.379, -0.057, 0.028], [-0.167, 0.096, -0.136]],
  "mulliken_spin": [-0.036, -0.005, -0.003, 0.000, 0.000, -0.009, 0.000, 0.001, -0.004, -0.005, -0.001, 0.002, 0.000, -0.022, 0.001, -0.001, 0.000, 0.001, -0.006, 0.000, 0.003, 0.004, 0.002, -0.001, -0.001, 0.001, 0.150, 0.013, 0.006, 0.000, -0.005, 0.014, 0.010, -0.002, -0.001, 0.014, 0.009, -0.002, -0.002, 0.859, 0.088, 0.064, 0.243, 0.518, -0.051, 0.017, 0.028, 0.020, 0.078, -0.034, 0.004, 0.006, 0.002, 0.015, 0.018, 0.001, 0.000, 0.000, 0.000, -0.002, 0.000, 0.000, 0.000, 0.000],
  "spin_multiplicity": 3,
  "total_charge": 4,
  "gap_ev": [5.355, 4.312],
  "max_force_ev_per_a": 12.11,
  "e_above_lowest_kcal_mol": 0.0,
  "homo_energy_ev": [-20.11, -20.11],
  "s_squared": 2.02,
  "lumo_ev": [-14.757, -15.798],
  "total_energy_ev": -58037.0418
}

***

Which formula does entry 2 have? C18H37N2O3P3W